Here is a 12-piece molecular cluster, C40H112N8O12 overall at a distorted geometry from the OMol25 dataset. Energies are from ωB97M-V/def2-TZVPD.

Summary:
2S+1	1
structure (SMILES)	COC[C@H](C)N.COC[C@H](C)N.COC[C@H](C)N.COC[C@H](C)N.COC[C@H](C)N.COC[C@H](C)N.COC[C@H](C)N.COC[C@H](C)N.CCO.CCO.CCO.CCO
orbital gap	8.8	eV
highest occupied orbital energy	-8.300	eV
net charge	0
energy above the lowest of the compared OMol25 structures with the same formula, charge and spin	313.8	kJ/mol

XYZ file:
```
172
C40H112N8O12 ωB97M-V/def2-TZVPD
C 1.86160 5.56005 2.13061
C 2.19091 4.62261 0.95141
O 3.49569 4.06639 1.07417
H 0.84800 5.89147 1.90500
H 2.44013 6.48385 2.12976
H 1.92978 5.06203 3.09777
H 2.18343 5.19125 0.02152
H 1.51290 3.77199 0.88185
H 4.09395 4.71163 1.45802
C -1.48769 4.45351 3.11214
C -1.29918 5.62672 4.03481
O -1.80855 6.79773 3.41167
H -0.99486 4.66459 2.16311
H -2.50447 4.21684 2.79870
H -1.13352 3.53547 3.58104
H -0.25368 5.74594 4.31911
H -1.93466 5.45343 4.90328
H -1.76026 7.51336 4.04974
C 3.12769 -2.51272 2.47730
C 2.13122 -2.44278 3.69493
O 1.85778 -3.76351 4.06489
H 2.63788 -2.90349 1.58541
H 3.88925 -3.24904 2.73410
H 3.55790 -1.52770 2.29634
H 1.16356 -2.03780 3.39874
H 2.47034 -1.90821 4.58226
H 2.37656 -3.91617 4.85809
C -2.40959 0.50222 -4.38349
C -3.16764 -0.77658 -4.13243
O -3.11787 -1.21377 -2.79880
H -1.37139 0.21692 -4.21367
H -2.63902 1.30239 -3.67980
H -2.66271 0.84798 -5.38573
H -2.77265 -1.55985 -4.77942
H -4.17725 -0.68698 -4.53337
H -3.66653 -2.00078 -2.76398
C -5.45978 -1.97226 2.16400
C -5.19565 -0.53538 2.56477
C -3.97015 -0.28000 3.47755
O -3.98029 1.07946 3.95212
C -2.80066 1.40938 4.69477
N -4.87613 0.24433 1.37360
H -5.73701 -2.55116 3.04498
H -4.55442 -2.42147 1.75577
H -6.29852 -2.05969 1.47337
H -6.08492 -0.17751 3.08367
H -3.05337 -0.61510 2.99245
H -4.05309 -0.96154 4.32415
H -2.68024 0.63774 5.45514
H -2.89066 2.31978 5.28735
H -1.90769 1.36173 4.07152
H -4.14257 -0.29694 0.93884
H -4.36576 1.07790 1.62814
C 4.65852 -2.68404 -2.41035
C 4.62977 -4.14494 -1.96413
C 5.53500 -4.49662 -0.76441
O 6.85952 -4.16939 -1.00217
C 7.77267 -4.42856 0.02153
N 3.28248 -4.42170 -1.55679
H 4.05377 -2.58520 -3.31180
H 5.66126 -2.37904 -2.70968
H 4.30683 -2.05125 -1.59550
H 4.95400 -4.72936 -2.82519
H 5.57192 -5.56151 -0.53478
H 5.15931 -4.02228 0.14221
H 8.79784 -4.19208 -0.26341
H 7.76943 -5.41602 0.48307
H 7.56363 -3.76382 0.85970
H 3.13281 -3.85015 -0.73763
H 2.75113 -4.01178 -2.31159
C 2.99759 -5.09421 -5.39806
C 1.66828 -5.43454 -4.61400
C 0.82722 -4.18486 -4.24310
O 1.45463 -3.15477 -3.44886
C 1.08605 -1.84107 -3.80532
N 0.83435 -6.28764 -5.44690
H 2.73759 -4.77637 -6.40776
H 3.64004 -5.97232 -5.46348
H 3.57486 -4.29138 -4.93947
H 1.89127 -5.92508 -3.66652
H 0.02653 -4.58013 -3.61799
H 0.29283 -3.77113 -5.09830
H 1.74748 -1.15939 -3.27060
H 0.04405 -1.56205 -3.64883
H 1.21153 -1.64464 -4.87011
H 0.35161 -5.73896 -6.14403
H 1.34107 -7.01697 -5.92796
C -1.01275 3.90967 -3.05851
C -0.88487 5.00103 -1.94593
C 0.09869 6.19152 -2.31631
O 1.41498 5.68744 -2.48440
C 2.43425 6.67454 -2.35454
N -2.18317 5.52409 -1.57176
H -1.58362 3.08344 -2.63476
H -0.04106 3.49036 -3.31949
H -1.55184 4.23948 -3.94660
H -0.47813 4.55243 -1.03960
H 0.07757 6.85635 -1.45280
H -0.28790 6.73602 -3.17780
H 2.38913 7.11279 -1.35754
H 2.28326 7.42968 -3.12593
H 3.45022 6.36783 -2.60316
H -2.51422 6.02289 -2.38522
H -1.97199 6.30224 -0.96347
C -4.66640 2.85192 -0.77427
C -5.05574 3.48516 -2.09764
C -6.41497 3.17090 -2.73834
O -6.78567 1.78041 -2.68300
C -6.24325 1.07789 -3.80403
N -4.88582 4.96520 -2.02399
H -3.62553 3.02312 -0.49974
H -4.75535 1.77529 -0.91937
H -5.30020 3.10656 0.07518
H -4.26768 3.26901 -2.81898
H -6.50297 3.53921 -3.76044
H -7.27882 3.66310 -2.29159
H -6.72606 1.38486 -4.73181
H -6.51062 0.04400 -3.58566
H -5.16391 1.16069 -3.93163
H -3.91982 5.06733 -1.74739
H -4.95772 5.49760 -2.87926
C -0.15215 -5.05948 -0.26489
C 0.32000 -6.38076 -0.76259
C 0.89431 -7.27702 0.40819
O -0.02342 -7.56939 1.48054
C 0.65091 -7.91617 2.70718
N -0.84885 -7.06476 -1.33021
H -0.65560 -4.52621 -1.07128
H 0.58000 -4.42513 0.23477
H -1.03920 -5.19406 0.35410
H 1.07067 -6.38038 -1.55291
H 1.78941 -6.76937 0.76762
H 1.11714 -8.27523 0.03132
H -0.02386 -8.37902 3.42729
H 1.06145 -7.06822 3.25539
H 1.52154 -8.55529 2.56016
H -0.47622 -7.92289 -1.71084
H -1.38933 -7.23080 -0.49330
C 1.69736 1.17566 4.75068
C 2.11278 2.24624 3.80162
C 3.08952 3.23206 4.53930
O 2.50918 4.10501 5.48141
C 3.30140 5.20578 5.86209
N 2.71606 1.47846 2.72668
H 1.23547 1.55306 5.66299
H 2.45568 0.46375 5.07661
H 0.97079 0.48204 4.32749
H 1.18100 2.71155 3.48010
H 3.78283 3.71416 3.85010
H 3.72554 2.52750 5.07519
H 4.26531 4.91788 6.28173
H 2.73457 5.75746 6.61206
H 3.56282 5.85400 5.02570
H 2.05138 0.88027 2.25715
H 3.06677 2.13971 2.04856
C -1.15207 1.74793 0.76399
C -0.99010 0.39119 0.18055
C -0.25918 -0.61811 1.07914
O 1.17958 -0.55536 1.07875
C 1.77113 -0.97666 -0.11389
N -2.32443 -0.10473 -0.03735
H -1.83230 1.75419 1.61567
H -1.52435 2.44020 0.00883
H -0.21474 2.20379 1.08288
H -0.45539 0.39468 -0.76928
H -0.53394 -1.61098 0.72305
H -0.58736 -0.48472 2.10997
H 1.43762 -0.33330 -0.92811
H 1.58760 -2.01013 -0.40777
H 2.84335 -0.87038 0.05093
H -2.32512 -0.99706 -0.51044
H -2.79657 0.47998 -0.71212
```